(1)
Here is a molecular structure, C4BrCrF12O12S4 at a distorted geometry from OMol25. Energies are from ωB97M-V with the def2-TZVPD basis set.

Positions of all 34 atoms, in Å:
Cr: -0.033 -0.075 -0.017
Br: -1.573 1.751 1.371
C: -0.300 3.497 -2.710
F: -1.482 3.768 -2.145
F: -0.245 4.197 -3.869
F: 0.671 3.929 -1.902
S: -0.082 1.697 -3.053
O: 1.278 1.598 -3.514
O: -0.319 1.109 -1.740
O: -1.066 1.400 -4.062
C: 0.105 -3.845 2.116
F: 0.721 -4.499 1.119
F: -1.127 -3.625 1.684
F: 0.037 -4.654 3.182
S: 0.961 -2.259 2.529
O: 0.538 -1.383 1.443
O: 0.416 -1.938 3.815
O: 2.357 -2.609 2.499
C: -4.004 -1.885 0.414
F: -3.782 -0.900 1.265
F: -4.007 -3.052 1.090
F: -5.237 -1.737 -0.112
S: -2.772 -1.946 -0.983
O: -2.608 -3.352 -1.245
O: -3.424 -1.154 -1.979
O: -1.557 -1.353 -0.428
C: 3.375 2.942 1.028
F: 2.713 3.869 0.351
F: 4.659 3.351 1.137
F: 2.862 2.883 2.270
S: 3.261 1.278 0.228
O: 1.838 0.995 0.409
O: 3.635 1.558 -1.139
O: 4.192 0.444 0.949

Forces on the atoms, in the same order (eV/Å):
Cr 0.20 1.17 0.27
Br 0.08 -0.03 0.05
C -0.08 -0.43 0.17
F 0.12 0.07 -0.05
F 0.13 0.09 0.15
F -0.17 0.23 -0.16
S 0.53 -0.40 -0.58
O 0.13 0.18 0.09
O -0.17 -0.24 0.12
O -0.44 0.13 0.25
C -0.04 0.54 -0.67
F 0.41 -0.29 0.12
F -0.62 0.08 0.24
F 0.13 -0.29 0.13
S 0.47 -0.11 0.03
O 0.03 -0.26 0.03
O -0.27 0.18 0.29
O -0.05 -0.09 -0.07
C 0.44 -0.28 -0.23
F -0.14 -0.05 0.02
F -0.10 0.16 0.17
F -0.15 -0.01 0.23
S 0.30 0.11 -0.03
O -0.22 -0.21 -0.10
O -0.10 0.14 -0.37
O -0.11 -0.12 0.08
C -0.18 -0.70 0.43
F -0.08 0.25 -0.12
F -0.03 0.04 0.00
F 0.21 0.25 -0.04
S 0.30 -0.02 -1.09
O -0.16 -0.36 0.08
O 0.01 0.06 0.25
O -0.38 0.22 0.31

Output
Multiplicity ... 5
HOMO level (spin up / spin down) ... 0.22 / -0.22 eV
Frontier orbital gap (spin up / spin down) ... 0.2412 / 0.2575 Eh
Lowest unoccupied orbital energy (spin up / spin down) ... 6.78 / 6.78 eV
Total charge ... -3
Energy relative to the best compared isomer or geometry (same formula, charge and spin) ... 7.57 kcal per mole

=====

(2)
Here is a single C3H2BrClF2 molecule at a distorted geometry from OMol25. Energies are from ωB97M-V with the def2-TZVPD basis set.

Positions of all 9 atoms, in Å:
C: 1.278 0.537 -0.394
C: 0.038 0.554 0.008
C: -0.730 -0.708 0.245
F: -1.652 -0.540 1.233
F: 0.079 -1.702 0.722
Cl: -1.632 -1.289 -1.126
Br: -0.993 2.170 0.076
H: 1.919 1.350 -0.479
H: 1.694 -0.373 -0.286

Forces on the atoms, in the same order (eV/Å):
C -1.13 1.00 1.08
C -1.22 1.19 -0.62
C -0.64 -0.69 1.72
F 0.28 0.31 -0.08
F -0.03 0.49 -0.69
Cl 0.07 -0.13 -0.65
Br 0.27 -0.57 0.02
H 0.64 1.51 -0.56
H 1.76 -3.11 -0.24

Output
SMILES ... C=C(Br)C(F)(F)Cl
HOMO level ... -10.29 eV
Frontier orbital gap ... 0.3934 Eh
Lowest unoccupied orbital energy ... 0.41 eV
Total charge ... 0
Energy relative to the best compared isomer or geometry (same formula, charge and spin) ... 0.00 kcal per mole

=====

(3)
Here is a molecular structure, C17H27HgN3S2 at a distorted geometry from OMol25. Energies are from ωB97M-V with the def2-TZVPD basis set.

Positions of all 50 atoms, in Å:
Hg: -0.799 -0.703 -0.071
S: 0.303 -0.440 -2.470
S: -0.949 1.439 1.685
C: 1.090 1.149 -2.816
C: -1.365 -0.187 -3.206
C: -2.112 0.990 -2.595
N: -2.494 0.750 -1.174
C: -2.742 2.015 -0.408
C: -2.653 1.797 1.109
H: -1.936 -1.137 -3.123
H: -1.153 0.030 -4.264
H: -3.030 1.174 -3.171
H: -1.506 1.908 -2.604
H: -3.753 2.392 -0.666
H: -1.997 2.755 -0.759
H: -3.330 0.985 1.455
H: -2.907 2.745 1.616
C: -0.053 2.878 1.050
H: -3.349 0.174 -1.144
H: -0.118 2.955 -0.051
H: 1.011 2.793 1.339
H: -0.470 3.798 1.509
H: 2.129 1.091 -2.494
H: 0.575 1.949 -2.301
H: 1.077 1.335 -3.890
C: -2.478 -2.577 0.335
C: -1.771 -3.629 0.903
H: -2.587 -2.487 -0.753
H: -3.153 -1.935 0.913
H: -1.098 -4.267 0.311
H: -1.814 -3.955 1.971
N: 0.281 -2.137 1.450
C: 1.480 -1.916 2.181
C: 1.800 -2.799 3.203
C: 3.055 -2.634 3.836
C: 3.922 -1.606 3.446
C: 3.580 -0.686 2.413
C: 4.406 0.348 1.945
C: 3.932 1.159 0.931
C: 2.645 0.942 0.375
N: 1.864 -0.060 0.755
C: 2.313 -0.851 1.769
H: 0.377 -2.929 0.811
H: -0.518 -2.329 2.063
H: 1.074 -3.598 3.456
H: 3.327 -3.342 4.634
H: 4.898 -1.494 3.929
H: 5.380 0.455 2.400
H: 4.512 1.980 0.523
H: 2.241 1.615 -0.400

Forces on the atoms, in the same order (eV/Å):
Hg 1.27 1.24 0.30
S -0.53 -0.54 -0.02
S -0.33 -0.46 -0.23
C -0.08 0.02 -0.01
C 0.48 0.20 -0.37
C -0.53 0.05 0.55
N -0.10 -0.20 0.25
C -0.25 -0.46 -0.39
C 0.20 0.74 0.03
H 0.48 0.52 -0.09
H -0.37 -0.22 0.23
H 0.31 0.06 -0.06
H -0.23 -0.37 -0.21
H 0.52 -0.03 0.18
H -0.53 -0.35 0.30
H 0.51 0.55 -0.11
H -0.30 -0.51 -0.21
C 0.14 0.54 -0.18
H 0.44 0.44 -0.10
H 0.12 -0.04 0.58
H -0.69 -0.07 -0.04
H 0.21 -0.54 -0.24
H -0.13 -0.11 0.01
H 0.10 0.20 0.09
H -0.07 -0.13 0.00
C 0.45 -1.88 0.96
C -1.43 0.72 -0.72
H 0.29 -0.23 0.27
H 0.17 -0.53 0.02
H -0.66 0.23 -0.03
H -0.21 0.71 -0.91
N -1.08 0.00 -0.36
C 0.47 -0.66 0.79
C 0.11 0.81 -0.65
C 0.51 0.36 0.15
C -0.38 -0.61 0.30
C -1.09 -0.90 0.08
C -0.36 0.37 -0.54
C 0.06 0.14 -0.01
C 0.06 -0.61 0.44
N 0.38 0.71 -0.16
C 0.35 -0.12 0.07
H 0.10 0.19 0.31
H 0.64 0.07 -0.19
H 0.78 0.51 -0.01
H 0.02 0.54 -0.46
H -0.40 -0.12 -0.12
H 0.11 0.27 -0.14
H 0.09 -0.14 0.20
H 0.40 -0.41 0.46

Output
HOMO level ... -14.18 eV
Frontier orbital gap ... 0.2672 Eh
Lowest unoccupied orbital energy ... -6.91 eV
Total charge ... +2

=====

(4)
Here is 8 unconnected molecules or ions with the total composition C21H58O8 at a distorted geometry from OMol25. Energies are from ωB97M-V with the def2-TZVPD basis set.

Positions of all 87 atoms, in Å:
O: -3.784 -1.961 -0.308
H: -3.093 -2.628 -0.399
H: -4.551 -2.334 -0.759
C: 2.489 -2.807 0.860
C: 2.481 -2.342 2.306
C: 3.109 -0.968 2.527
O: 1.110 -2.268 2.779
H: 2.109 -3.831 0.785
H: 3.514 -2.902 0.492
H: 1.905 -2.148 0.221
H: 2.898 -3.131 2.943
H: 3.221 -0.772 3.596
H: 2.395 -0.236 2.154
H: 4.123 -0.963 2.134
H: 0.672 -3.067 2.469
C: -1.888 1.103 0.756
C: -1.260 0.697 -0.582
C: -0.241 -0.415 -0.435
O: -2.298 0.315 -1.480
H: -1.104 1.472 1.412
H: -2.272 0.199 1.245
H: -2.751 1.746 0.603
H: -0.756 1.587 -0.962
H: 0.022 -0.845 -1.403
H: -0.491 -1.201 0.284
H: 0.703 -0.046 -0.013
H: -2.881 -0.319 -1.035
C: -0.368 1.252 -6.071
C: -1.321 0.871 -4.962
C: -1.917 -0.516 -5.137
O: -0.535 0.970 -3.757
H: 0.150 2.186 -5.852
H: -0.878 1.461 -7.018
H: 0.339 0.453 -6.291
H: -2.107 1.621 -4.860
H: -2.335 -0.656 -6.138
H: -2.790 -0.648 -4.488
H: -1.250 -1.349 -4.924
H: -1.105 0.642 -3.042
C: 1.725 -1.826 -3.933
C: 2.272 -2.712 -5.064
C: 1.897 -2.149 -6.421
O: 3.692 -2.778 -4.906
H: 0.664 -1.609 -4.107
H: 2.210 -0.851 -3.862
H: 1.706 -2.276 -2.939
H: 1.928 -3.726 -4.863
H: 0.810 -2.031 -6.448
H: 2.187 -2.790 -7.250
H: 2.308 -1.143 -6.512
H: 4.107 -1.915 -4.969
C: 0.016 1.442 3.881
C: 0.562 2.298 5.028
C: 0.084 1.758 6.375
O: 1.984 2.050 5.002
H: 0.332 0.410 4.016
H: 0.444 1.835 2.957
H: -1.073 1.479 3.797
H: 0.217 3.328 4.953
H: 0.472 2.322 7.228
H: 0.355 0.715 6.562
H: -1.002 1.787 6.529
H: 2.224 1.407 5.667
C: 2.152 3.175 -0.138
C: 3.271 2.769 -1.074
C: 3.530 1.287 -1.411
O: 3.195 3.456 -2.331
H: 1.163 2.983 -0.558
H: 2.246 4.231 0.113
H: 2.268 2.656 0.818
H: 4.207 3.136 -0.641
H: 4.514 1.167 -1.856
H: 2.776 0.975 -2.141
H: 3.455 0.581 -0.578
H: 2.438 3.098 -2.814
C: -4.537 -0.746 3.218
C: -4.771 -0.563 4.715
C: -3.876 0.491 5.342
O: -6.159 -0.324 4.931
H: -4.646 0.214 2.712
H: -5.260 -1.471 2.845
H: -3.551 -1.170 3.033
H: -4.550 -1.540 5.172
H: -3.763 0.434 6.424
H: -4.332 1.460 5.108
H: -2.887 0.520 4.884
H: -6.270 -0.068 5.853

Forces on the atoms, in the same order (eV/Å):
O 0.07 -0.11 -0.07
H -0.08 0.08 0.02
H 0.06 0.08 0.05
C 0.51 -0.37 0.09
C -0.81 -0.37 0.39
C -0.32 -0.98 0.77
O 0.09 0.39 -0.25
H -0.31 0.11 0.04
H -0.03 0.33 -0.07
H 0.07 0.05 -0.04
H 0.72 0.27 -0.18
H -0.17 -0.04 0.03
H 0.45 0.28 -0.41
H -0.15 0.39 -0.47
H -0.07 0.01 0.08
C 0.29 -1.16 -0.14
C -0.53 -0.05 1.03
C 0.99 -0.02 0.38
O 0.16 0.27 -0.46
H -0.26 0.50 0.06
H -0.02 -0.01 -0.03
H 0.30 0.46 0.09
H -0.18 -0.09 -0.56
H -0.16 -0.06 -0.03
H -0.56 -0.05 -0.24
H -0.07 0.31 -0.13
H 0.07 -0.08 -0.03
C -0.23 0.33 -0.85
C 0.88 0.10 0.43
C -1.06 -0.07 -0.01
O -0.33 -0.44 0.05
H 0.18 -0.17 0.30
H -0.26 -0.21 0.13
H 0.17 0.03 0.26
H -0.27 -0.04 -0.32
H 0.26 0.11 -0.13
H 0.17 0.07 0.22
H 0.33 0.23 -0.07
H 0.02 0.08 -0.01
C -1.23 0.06 -0.10
C 0.75 1.17 1.25
C -0.75 -0.18 0.34
O 0.30 -0.95 -0.17
H 0.14 0.10 -0.15
H 0.19 -0.06 -0.16
H 0.58 -0.26 -0.10
H -0.03 -0.11 -0.48
H 0.02 -0.05 -0.16
H 0.24 0.07 0.00
H 0.19 -0.06 -0.17
H -0.31 0.25 -0.06
C -0.18 0.70 0.06
C -0.15 -2.81 0.88
C -0.83 0.17 0.84
O 0.10 1.62 -0.63
H 0.00 -0.06 -0.05
H -0.01 -0.17 -0.10
H 0.02 0.06 0.04
H 0.88 0.32 -0.23
H 0.26 0.17 -0.22
H 0.18 -0.05 -0.40
H 0.02 0.10 -0.41
H -0.23 -0.07 0.24
C 0.14 -0.40 0.31
C 1.17 -0.11 -0.56
C -0.93 -0.04 0.29
O -0.20 0.17 0.18
H -0.02 -0.05 0.04
H -0.09 0.09 -0.30
H -0.18 -0.20 -0.08
H -0.09 0.14 0.06
H 0.01 0.14 -0.10
H 0.05 -0.12 -0.03
H 0.01 0.26 0.19
H 0.04 0.04 0.03
C -0.28 0.13 0.50
C 0.47 -1.27 0.13
C -0.32 0.86 -0.46
O 0.06 0.40 -0.02
H 0.00 -0.10 -0.22
H -0.11 0.17 -0.14
H 0.10 0.20 0.04
H 0.13 0.08 0.06
H -0.10 -0.23 0.01
H 0.09 0.04 0.09
H 0.04 -0.28 0.09
H -0.07 -0.03 -0.06

Output
SMILES ... CC(C)O.CC(C)O.CC(C)O.CC(C)O.CC(C)O.CC(C)O.CC(C)O.O
HOMO level ... -9.88 eV
Frontier orbital gap ... 0.3675 Eh
Lowest unoccupied orbital energy ... 0.12 eV
Total charge ... 0
Energy relative to the best compared isomer or geometry (same formula, charge and spin) ... 33.42 kcal per mole

=====

Molecular weight, record by record: 728.176 191.402 538.148 438.687 g mol⁻¹